Record 1
A cluster of 2 separate species, C5H8 in total, computed with ωB97M-V/def2-TZVPD.

Values from the calculation:
Net charge: 0
HOMO, hartree: -0.36245
Gap between HOMO and LUMO, eV: 11.06
LUMO, eV: 1.20

Cartesian coordinates (Å):
1 C 1.12044 -0.48440 0.71594
2 C 0.73026 -1.73374 -0.04817
3 C -0.14602 -0.50957 -0.12779
4 H 1.98043 0.06303 0.33927
5 H 0.99557 -0.47816 1.79777
6 H 1.31964 -1.97357 -0.92901
7 H 0.39048 -2.59452 0.51834
8 H -1.08363 -0.58592 0.37329
9 H -0.13320 0.01272 -1.06305
10 C -1.04041 2.28728 -0.90029
11 C -1.52097 1.83317 0.11339
12 H -0.60191 2.65175 -1.81484
13 H -2.01070 1.51192 1.02516

Record 2
An isolated molecule of C3H3N3O, computed with ωB97M-V/def2-TZVPD.

Values from the calculation:
Net charge: 0
HOMO, hartree: -0.39184
Gap between HOMO and LUMO, eV: 10.62
LUMO, eV: -0.05

Cartesian coordinates (Å):
1 O 2.50642 0.72104 0.06857
2 C 1.84445 -0.27421 0.23284
3 N 0.39046 -0.28850 0.12401
4 C -0.17573 0.84519 -0.31845
5 N -1.47863 0.86016 -0.40124
6 C -1.86216 -0.37250 0.01343
7 N -1.04017 -1.28657 0.37227
8 H 2.31162 -1.23536 0.45856
9 H 0.41470 1.70479 -0.61173
10 H -2.91096 -0.67403 0.06173

Record 3
A structure of composition C2H7S2, computed with ωB97M-V/def2-TZVPD.

Values from the calculation:
Net charge: -1
HOMO, hartree: -0.11024
Gap between HOMO and LUMO, eV: 6.82
LUMO, eV: 3.82

Cartesian coordinates (Å):
1 C 0.25919 0.59163 -1.12809
2 C 0.67465 0.82707 0.29991
3 S -0.74577 1.00724 1.34744
4 H -0.14588 1.50936 -1.61290
5 H -0.50253 -0.19275 -1.18441
6 H 1.06292 0.14611 -1.74889
7 H 1.33563 1.72069 0.35688
8 H 1.27788 0.02380 0.68811
9 S -0.59964 -2.26295 0.98506
10 H -0.74067 -0.76987 1.17669
11 H -1.87578 -2.60032 0.82018

Record 4
A structure of composition C22H33LiN6O3S2, computed with ωB97M-V/def2-TZVPD.

Values from the calculation:
Net charge: 0
HOMO, hartree: -0.24068
Gap between HOMO and LUMO, eV: 6.84
LUMO, eV: 0.29

Cartesian coordinates (Å):
1 Li 0.28046 -0.20076 -0.30447
2 C 2.18034 -3.75587 2.89286
3 N 2.49058 -2.38677 2.51343
4 C 3.88746 -2.12785 2.19413
5 C 1.57665 -1.42500 2.23984
6 O 1.88474 -0.31095 1.84632
7 C 0.09198 -1.72864 2.40979
8 O -0.50123 -1.58827 1.12947
9 C -1.85021 -1.16570 1.13842
10 C -1.89012 0.34519 0.89503
11 O -0.83187 0.96669 0.93060
12 N -3.08519 0.91241 0.66625
13 C -3.15224 2.31817 0.28539
14 C -4.28474 0.12962 0.43289
15 H 3.04524 -4.16982 3.40797
16 H 1.97045 -4.38388 2.02235
17 H 1.34299 -3.80786 3.58205
18 H 4.50926 -2.27493 3.07841
19 H 3.98440 -1.10729 1.84002
20 H 4.22414 -2.81116 1.41126
21 H -0.29214 -0.97793 3.10535
22 H -0.12949 -2.72352 2.79383
23 H -2.33150 -1.40944 2.09144
24 H -2.36395 -1.70173 0.34271
25 H -2.18972 2.77841 0.47864
26 H -3.93298 2.81348 0.86509
27 H -3.36426 2.40963 -0.78067
28 H -4.29103 -0.77863 1.03132
29 H -4.38581 -0.13657 -0.62361
30 H -5.15096 0.72133 0.72492
31 S -0.93386 1.64305 -2.47199
32 C -1.33008 0.00933 -2.61108
33 N -1.05469 -0.94689 -1.73599
34 C -1.45522 -2.19457 -2.18032
35 C -1.25999 -3.39534 -1.49254
36 C -1.71909 -4.57886 -2.04822
37 C -2.36753 -4.58651 -3.28203
38 C -2.56023 -3.40413 -3.98149
39 C -2.10088 -2.21676 -3.42993
40 S -2.16316 -0.59438 -4.05129
41 H -0.74078 -3.38100 -0.54180
42 H -1.56674 -5.51274 -1.52065
43 H -2.71905 -5.52063 -3.70133
44 H -3.05697 -3.41230 -4.94394
45 C 4.88264 2.71630 -0.91926
46 C 3.63865 2.75621 -0.05269
47 N 2.90850 1.51575 -0.18754
48 C 2.88442 0.70995 -1.28751
49 N 2.00337 -0.23688 -1.33688
50 C 1.96514 -1.10746 -2.50604
51 C 3.29549 -1.18952 -3.23217
52 C 3.76333 0.22546 -3.50136
53 N 3.85127 0.94967 -2.24471
54 C 4.49256 2.25195 -2.30855
55 H 5.60899 2.01739 -0.49850
56 H 5.34456 3.70308 -0.96487
57 H 3.01650 3.61356 -0.33662
58 H 3.90902 2.88397 0.99640
59 H 2.27653 1.24524 0.54899
60 H 1.20151 -0.73876 -3.20190
61 H 1.63117 -2.09865 -2.19125
62 H 3.19239 -1.73746 -4.17008
63 H 4.03689 -1.70638 -2.61642
64 H 3.07290 0.72450 -4.19456
65 H 4.75506 0.23741 -3.95804
66 H 3.83232 2.99190 -2.78369
67 H 5.37479 2.15277 -2.94286

Record 5
An isolated molecule of C3H4BrFO, computed with ωB97M-V/def2-TZVPD.

Values from the calculation:
Net charge: 0
HOMO (spin up / spin down), hartree: -0.26198 / -0.32202
Gap between HOMO and LUMO (spin up / spin down), eV: 6.21 / 8.87
LUMO (spin up / spin down), eV: -0.92 / 0.11

Cartesian coordinates (Å):
1 C -0.91285 0.26864 -0.11436
2 C -1.66833 -1.05056 -0.04086
3 C 2.59099 1.05388 0.11323
4 O -0.84775 1.20054 -0.84506
5 F -1.68032 -1.77912 1.12644
6 Br 1.30360 -0.28696 0.49325
7 H -1.17333 -1.64443 -0.78589
8 H -2.60518 -0.76190 -0.39907
9 H 2.88752 1.42281 1.08919
10 H 2.10565 1.57709 -0.63688

Record 6
A structure of composition C27H50GeMnS3Si4, computed with ωB97M-V/def2-TZVPD.

Values from the calculation:
⟨S²⟩: 8.762
Net charge: +2
HOMO (spin up / spin down), hartree: -0.50553 / -0.51307
Gap between HOMO and LUMO (spin up / spin down), eV: 7.82 / 7.44
LUMO (spin up / spin down), eV: -5.94 / -6.52
Spin multiplicity: 6

Cartesian coordinates (Å):
1 Mn -0.59636 -1.04590 -0.08500
2 C -4.19409 -3.88222 1.00889
3 C -2.96398 -4.42554 0.30079
4 S -1.72744 -3.25666 -0.38340
5 C -2.21275 -2.82858 -2.06709
6 C -3.26277 -1.73195 -2.18990
7 S -3.01756 -0.32173 -1.06800
8 C -3.95081 -0.73329 0.43898
9 C -5.32697 -1.36988 0.32873
10 S -5.41009 -3.12874 -0.09608
11 H -3.92509 -3.21331 1.82600
12 H -4.68420 -4.74415 1.46755
13 H -3.23416 -5.04636 -0.55391
14 H -2.36102 -5.03468 0.97588
15 H -2.49439 -3.73494 -2.60555
16 H -1.27475 -2.49334 -2.52030
17 H -4.26192 -2.11945 -2.02604
18 H -3.23252 -1.31479 -3.19531
19 H -4.07018 0.24822 0.90505
20 H -3.32538 -1.33362 1.09421
21 H -5.95066 -0.86853 -0.41358
22 H -5.81558 -1.22123 1.29367
23 C 1.77931 4.33488 3.86443
24 C 0.46408 3.96101 4.09685
25 C -0.09627 2.92713 3.36478
26 C 0.65389 2.24957 2.39123
27 C 1.96652 2.64504 2.16855
28 C 2.52967 3.67878 2.89778
29 Si -0.28196 0.89928 1.55984
30 C -0.34082 -0.84917 2.29490
31 C 0.77899 -1.69866 2.33060
32 C 0.72166 -2.93715 2.95077
33 C -0.45615 -3.34722 3.56054
34 C -1.57245 -2.52022 3.55742
35 C -1.51868 -1.28883 2.92382
36 H 2.21855 5.14474 4.43142
37 H -0.12437 4.47923 4.84177
38 H -1.13114 2.65937 3.55116
39 H 2.54398 2.17501 1.39377
40 H 3.55118 3.98216 2.70810
41 H -1.71841 1.25737 1.47110
42 H 1.71306 -1.37856 1.88974
43 H 1.59580 -3.57405 2.97210
44 H -0.49858 -4.30790 4.05735
45 H -2.47681 -2.83138 4.06474
46 H -2.38893 -0.64356 2.94365
47 C 3.93859 0.06719 1.51134
48 Si 3.13139 -0.33213 -0.14079
49 C 2.81588 -2.20476 -0.14369
50 C 4.38792 0.06333 -1.47294
51 Ge 0.99551 0.75150 -0.72970
52 Si 0.72751 3.20208 -1.06842
53 C -0.21715 3.45386 -2.66850
54 C 2.47002 3.88166 -1.11297
55 C -0.36319 4.09056 0.17614
56 Si 0.82409 -0.03593 -3.09110
57 C 1.34824 -1.84750 -3.12477
58 C 2.12961 1.02984 -3.91000
59 C -0.87911 0.19417 -3.85143
60 H 4.76841 -0.63946 1.60711
61 H 3.30167 -0.05113 2.38916
62 H 4.36681 1.06683 1.54785
63 H 3.33155 -2.66770 0.70040
64 H 3.21648 -2.66005 -1.04998
65 H 1.76653 -2.51499 -0.08086
66 H 5.29737 -0.48563 -1.21119
67 H 4.64475 1.12301 -1.50922
68 H 4.09404 -0.25861 -2.47139
69 H 0.26708 3.11206 -3.57949
70 H -0.39812 4.52490 -2.78204
71 H -1.19617 2.97295 -2.60205
72 H 3.03455 3.51191 -1.97046
73 H 3.01727 3.62774 -0.20603
74 H 2.44269 4.97156 -1.18213
75 H -1.24516 3.51642 0.46779
76 H -0.72874 4.98173 -0.34058
77 H 0.14794 4.41341 1.08040
78 H 2.43345 -1.94996 -3.09638
79 H 1.01113 -2.29199 -4.06610
80 H 0.94694 -2.45264 -2.31038
81 H 2.90664 1.39633 -3.24195
82 H 1.69662 1.88171 -4.42878
83 H 2.61985 0.39765 -4.65672
84 H -1.29713 -0.76661 -4.15303
85 H -0.79223 0.80443 -4.75247
86 H -1.58300 0.70608 -3.19663

M for the records above, in order: 68.12; 97.08; 95.21; 500.62; 154.97; 710.79 Da
ΔE to the lowest compared entry with this formula, charge and spin for the records above, in order: 3.080; 2.240; 0.345; 0.000; 5.154; 0.723 eV